Formula: C36H101N9O10
Source: the Open Molecules 2025 dataset
Level of theory: ωB97M-V/def2-TZVPD

Each atom is followed by the atoms it is bonded to, with distances in Å.
Cartesian coordinates (Å):
1 C -3.98 -4.86 -0.19  O2 1.410, H7 1.121, H8 1.076, H9 1.067
2 O -3.04 -4.33 -1.10  C1 1.410, C3 1.431
3 C -1.69 -4.70 -0.82  O2 1.431, C4 1.549, H10 1.076, H11 1.093
4 C -0.70 -3.84 -1.65  C3 1.549, C5 1.476, N6 1.459, H12 1.095
5 C -1.02 -3.90 -3.09  C4 1.476, H13 1.088, H14 1.129, H15 1.122
6 N 0.71 -4.11 -1.37  C4 1.459, H16 0.992, H17 0.989
7 H -4.91 -4.25 -0.35  C1 1.121
8 H -3.65 -4.71 0.82  C1 1.076
9 H -4.13 -5.90 -0.36  C1 1.067
10 H -1.61 -4.53 0.24  C3 1.076
11 H -1.62 -5.77 -1.05  C3 1.093
12 H -1.01 -2.83 -1.35  C4 1.095
13 H -2.06 -3.64 -3.28  C5 1.088
14 H -0.73 -4.84 -3.65  C5 1.129
15 H -0.47 -3.07 -3.60  C5 1.122
16 H 1.05 -3.45 -0.71  N6 0.992
17 H 1.29 -4.07 -2.17  N6 0.989
18 C 3.66 -2.48 -0.81  O19 1.437, H24 1.125, H25 1.147, H26 1.106
19 O 2.57 -2.54 0.12  C18 1.437, C20 1.455
20 C 2.81 -2.54 1.55  O19 1.455, C21 1.552, H27 1.080, H28 1.149
21 C 3.08 -3.86 2.31  C20 1.552, C22 1.616, N23 1.471, H29 1.120
22 C 1.91 -4.90 1.92  C21 1.616, H30 1.099, H31 1.076, H32 1.042
23 N 3.13 -3.65 3.76  C21 1.471, H33 1.055, H34 1.030
24 H 3.26 -2.10 -1.79  C18 1.125
25 H 4.09 -3.53 -0.95  C18 1.147
26 H 4.45 -1.76 -0.50  C18 1.106
27 H 3.63 -1.86 1.74  C20 1.080
28 H 1.84 -2.04 1.92  C20 1.149
29 H 4.08 -4.21 1.96  C21 1.120
30 H 1.57 -4.89 0.87  C22 1.099
31 H 1.07 -4.62 2.54  C22 1.076
32 H 2.14 -5.87 2.22  C22 1.042
33 H 2.15 -3.75 4.15  N23 1.055
34 H 3.70 -4.41 4.17  N23 1.030
35 C -4.11 0.39 4.93  O36 1.442, H41 1.149, H42 1.076, H43 1.109
36 O -4.30 -0.63 3.92  C35 1.442, C37 1.384
37 C -3.51 -1.74 4.18  O36 1.384, C38 1.499, H44 1.099, H45 1.120
38 C -4.19 -2.88 3.49  C37 1.499, C39 1.562, N40 1.449, H46 1.124
39 C -5.62 -3.10 4.05  C38 1.562, H47 1.118, H48 1.104, H49 1.065
40 N -3.36 -4.05 3.70  C38 1.449, H50 1.010, H51 1.059
41 H -4.32 -0.05 5.97  C35 1.149
42 H -4.81 1.17 4.69  C35 1.076
43 H -3.04 0.68 5.02  C35 1.109
44 H -2.52 -1.59 3.72  C37 1.099
45 H -3.43 -1.89 5.29  C37 1.120
46 H -4.38 -2.69 2.40  C38 1.124
47 H -5.94 -4.14 3.77  C39 1.118
48 H -6.30 -2.33 3.66  C39 1.104
49 H -5.51 -3.03 5.11  C39 1.065
50 H -3.71 -4.90 3.27  N40 1.010
51 H -3.25 -4.32 4.72  N40 1.059
52 C 4.65 1.16 -0.04  O53 1.424, H58 1.064, H59 1.125, H60 1.090
53 O 3.29 1.45 0.26  C52 1.424, C54 1.405
54 C 3.14 2.81 0.61  O53 1.405, C55 1.528, H61 1.095, H62 1.166
55 C 1.64 3.10 0.50  C54 1.528, C56 1.529, N57 1.499, H63 1.095
56 C 1.16 3.05 -0.95  C55 1.529, H64 1.081, H65 1.099, H66 1.084
57 N 1.41 4.46 1.07  C55 1.499, H67 1.047, H68 1.019
58 H 4.77 0.11 0.07  C52 1.064
59 H 5.35 1.66 0.69  C52 1.125
60 H 4.91 1.49 -1.04  C52 1.090
61 H 3.47 2.94 1.65  C54 1.095
62 H 3.63 3.57 -0.11  C54 1.166
63 H 1.12 2.32 1.06  C55 1.095
64 H 1.54 3.92 -1.48  C56 1.081
65 H 0.07 3.16 -0.98  C56 1.099
66 H 1.49 2.14 -1.45  C56 1.084
67 H 0.41 4.78 0.98  N57 1.047
68 H 1.43 4.43 2.09  N57 1.019
69 C 1.53 2.18 7.08  O70 1.411, H75 1.093, H76 1.110, H77 1.110
70 O 2.26 2.74 6.01  C69 1.411, C71 1.426
71 C 1.91 2.29 4.70  O70 1.426, C72 1.507, H78 1.130, H79 1.076
72 C 2.17 0.83 4.42  C71 1.507, C73 1.498, N74 1.500, H80 1.079
73 C 3.54 0.38 4.80  C72 1.498, H81 1.139, H82 1.061, H83 1.081
74 N 1.79 0.70 2.98  C72 1.500, H84 1.049, H85 0.996
75 H 1.82 1.16 7.38  C69 1.093
76 H 0.43 2.18 6.92  C69 1.110
77 H 1.68 2.90 7.91  C69 1.110
78 H 0.84 2.60 4.53  C71 1.130
79 H 2.56 2.92 4.11  C71 1.076
80 H 1.47 0.23 4.98  C72 1.079
81 H 3.67 0.49 5.92  C73 1.139
82 H 4.30 1.00 4.38  C73 1.061
83 H 3.59 -0.66 4.52  C73 1.081
84 H 1.76 -0.34 2.84  N74 1.049
85 H 2.51 1.00 2.36  N74 0.996
86 C 4.10 0.39 -3.78  O87 1.408, H92 1.060, H93 1.126, H94 1.132
87 O 5.24 -0.30 -3.32  C86 1.408, C88 1.378
88 C 6.26 -0.44 -4.23  O87 1.378, C89 1.511, H95 1.104, H96 1.137
89 C 5.95 -0.96 -5.61  C88 1.511, C90 1.462, N91 1.445, H97 1.060
90 C 5.30 -2.26 -5.50  C89 1.462, H98 1.116, H99 1.077, H100 1.125
91 N 7.12 -0.89 -6.46  C89 1.445, H101 1.037, H102 1.039
92 H 3.50 0.70 -2.97  C86 1.060
93 H 3.53 -0.17 -4.58  C86 1.126
94 H 4.36 1.32 -4.37  C86 1.132
95 H 6.85 0.47 -4.44  C88 1.104
96 H 6.92 -1.23 -3.74  C88 1.137
97 H 5.28 -0.27 -6.05  C89 1.060
98 H 5.11 -2.67 -6.52  C90 1.116
99 H 4.39 -2.16 -4.93  C90 1.077
100 H 5.97 -3.00 -4.97  C90 1.125
101 H 7.50 0.07 -6.50  N91 1.037
102 H 7.90 -1.40 -6.00  N91 1.039
103 C -3.90 3.90 -2.01  O104 1.377, H109 1.095, H110 1.066, H111 1.113
104 O -4.02 3.61 -0.67  C103 1.377, C105 1.434
105 C -4.94 4.47 0.02  O104 1.434, C106 1.556, H112 1.069, H113 1.108
106 C -4.24 5.83 0.29  C105 1.556, C107 1.535, N108 1.489, H114 1.108
107 C -3.08 5.76 1.29  C106 1.535, H115 1.076, H116 1.077, H117 1.121
108 N -5.27 6.76 0.83  C106 1.489, H118 1.036, H119 1.037
109 H -3.45 4.87 -2.25  C103 1.095
110 H -4.86 4.01 -2.44  C103 1.066
111 H -3.34 3.10 -2.56  C103 1.113
112 H -5.81 4.56 -0.59  C105 1.069
113 H -5.16 3.96 0.98  C105 1.108
114 H -3.78 6.21 -0.64  C106 1.108
115 H -2.47 6.63 1.15  C107 1.076
116 H -2.39 4.97 1.03  C107 1.077
117 H -3.46 5.58 2.33  C107 1.121
118 H -4.95 7.72 0.59  N108 1.036
119 H -6.15 6.64 0.30  N108 1.037
120 C -3.38 -0.02 -5.23  O121 1.478, H126 1.078, H127 1.056, H128 1.107
121 O -2.35 0.68 -4.44  C120 1.478, C122 1.430
122 C -1.40 1.47 -5.16  O121 1.430, C123 1.539, H129 1.136, H130 1.040
123 C -0.13 1.60 -4.30  C122 1.539, C124 1.508, N125 1.491, H131 1.101
124 C 0.84 2.56 -4.93  C123 1.508, H132 1.058, H133 1.088, H134 1.087
125 N 0.54 0.30 -4.02  C123 1.491, H135 1.041, H136 1.063
126 H -2.96 -0.87 -5.75  C120 1.078
127 H -3.82 0.73 -5.82  C120 1.056
128 H -4.07 -0.49 -4.50  C120 1.107
129 H -1.09 0.95 -6.12  C122 1.136
130 H -1.76 2.38 -5.51  C122 1.040
131 H -0.41 1.99 -3.31  C123 1.101
132 H 1.19 2.25 -5.88  C124 1.058
133 H 1.69 2.69 -4.26  C124 1.088
134 H 0.45 3.55 -5.16  C124 1.087
135 H 0.62 -0.12 -4.97  N125 1.041
136 H -0.25 -0.25 -3.56  N125 1.063
137 C 0.39 -0.67 -0.60  O138 1.415, H143 1.084, H144 1.134, H145 1.100
138 O -0.78 -0.16 -1.20  C137 1.415, C139 1.381
139 C -1.55 0.46 -0.23  O138 1.381, C140 1.500, H146 1.091, H147 1.068
140 C -2.74 -0.29 0.28  C139 1.500, C141 1.586, N142 1.481, H148 1.081
141 C -3.85 -0.48 -0.83  C140 1.586, H149 1.077, H150 1.111, H151 1.049
142 N -3.26 0.54 1.39  C140 1.481, H152 1.008, H153 1.001
143 H 0.19 -1.53 0.04  C137 1.084
144 H 0.87 0.12 0.05  C137 1.134
145 H 1.06 -0.89 -1.44  C137 1.100
146 H -0.88 0.74 0.59  C139 1.091
147 H -1.89 1.41 -0.58  C139 1.068
148 H -2.53 -1.25 0.72  C140 1.081
149 H -4.67 -0.94 -0.30  C141 1.077
150 H -3.43 -1.20 -1.57  C141 1.111
151 H -4.11 0.43 -1.28  C141 1.049
152 H -3.50 1.45 1.03  N142 1.008
153 H -4.05 0.20 1.90  N142 1.001
154 O -1.26 1.62 3.39  H155 0.947, H156 0.968
155 H -0.38 1.65 3.04  O154 0.947
156 H -1.90 1.34 2.72  O154 0.968

The SMILES is COC[C@H](C)N.COC[C@H](C)N.COC[C@H](C)N.COC[C@H](C)N.COC[C@H](C)N.COC[C@H](C)N.COC[C@H](C)N.COC[C@H](C)N.COC[C@H](C)N.O. The maximum force comes out at 0.0672 hartree/bohr. Its LUMO energy is 0.66 eV.

Atomic partial charges in e from the Mulliken method, atoms 1 to 2:
1 C -0.445
2 O -0.276